Record 1
{"formula": "C45H57BClIN7O3S2Ti", "method": "ωB97M-V with the def2-TZVPD basis set", "e_homo_ev": [-1.872, -3.717], "spin_multiplicity": 3, "e_above_lowest_kcal_mol": 80.9, "molar_mass_g_mol": 1029.2, "charge": -1, "homo_lumo_gap_ev": [3.986, 5.827], "symbols": ["Ti", "N", "C", "N", "C", "C", "S", "C", "C", "S", "C", "N", "N", "H", "H", "H", "H", "H", "H", "I", "C", "H", "H", "C", "C", "C", "N", "H", "H", "H", "H", "H", "C", "C", "C", "C", "Cl", "C", "C", "C", "O", "C", "C", "O", "O", "H", "H", "H", "H", "H", "H", "H", "H", "C", "C", "C", "C", "C", "C", "C", "C", "C", "C", "C", "C", "N", "B", "N", "C", "C", "C", "C", "C", "C", "C", "C", "C", "C", "C", "C", "C", "C", "H", "H", "H", "H", "H", "H", "H", "H", "H", "H", "H", "H", "H", "H", "H", "H", "H", "H", "H", "H", "H", "H", "H", "H", "H", "H", "H", "H", "H", "H", "H", "H", "H", "H", "H", "H"], "coordinates": [[11.616, 12.703, 12.610], [10.078, 15.575, 13.289], [10.690, 14.952, 14.306], [11.655, 14.022, 14.170], [12.139, 13.614, 15.417], [11.556, 14.287, 16.510], [10.392, 15.373, 16.011], [13.188, 12.640, 15.494], [13.584, 12.066, 16.682], [14.487, 10.606, 16.386], [14.424, 11.048, 14.633], [13.696, 12.093, 14.305], [15.139, 10.441, 13.649], [10.069, 15.259, 12.327], [9.265, 16.069, 13.598], [11.785, 14.165, 17.563], [13.460, 12.418, 17.671], [15.580, 9.577, 13.948], [14.584, 10.410, 12.794], [14.964, 14.394, 12.569], [13.119, 13.744, 11.718], [13.535, 13.343, 10.813], [12.620, 14.712, 11.555], [9.147, 11.227, 9.684], [9.115, 12.020, 11.050], [10.152, 13.122, 11.348], [10.069, 14.336, 10.800], [8.406, 10.446, 9.729], [10.139, 10.786, 9.563], [8.876, 11.858, 8.833], [9.091, 11.362, 11.943], [8.154, 12.463, 11.052], [9.211, 6.266, 14.746], [8.445, 7.624, 14.915], [7.060, 7.608, 14.958], [6.291, 8.769, 15.094], [4.557, 8.770, 15.223], [6.956, 9.986, 15.228], [8.333, 9.995, 15.424], [9.065, 8.874, 15.123], [10.443, 8.957, 15.011], [10.968, 8.987, 13.714], [10.992, 10.383, 13.262], [11.941, 10.811, 12.423], [10.244, 11.304, 13.745], [8.395, 5.451, 14.692], [9.852, 6.094, 15.661], [9.832, 6.240, 13.807], [6.515, 6.632, 14.905], [6.445, 10.903, 15.387], [8.868, 10.886, 15.672], [10.365, 8.413, 12.880], [12.005, 8.521, 13.752], [5.283, 12.415, 10.642], [5.153, 13.950, 10.337], [5.197, 14.252, 8.811], [6.082, 14.781, 11.257], [5.769, 14.782, 12.652], [6.213, 15.784, 13.497], [6.945, 16.831, 13.002], [7.432, 16.827, 11.662], [7.978, 18.121, 11.040], [8.831, 19.048, 11.961], [6.858, 18.996, 10.414], [7.072, 15.701, 10.865], [7.971, 15.419, 9.736], [9.284, 14.836, 9.675], [9.930, 15.370, 8.420], [8.875, 15.967, 7.750], [7.724, 16.023, 8.511], [11.320, 15.386, 7.992], [11.952, 14.248, 7.450], [13.342, 14.128, 7.560], [14.055, 15.188, 8.022], [13.461, 16.392, 8.302], [12.092, 16.507, 8.367], [11.423, 17.803, 8.758], [12.214, 18.730, 9.740], [11.206, 18.548, 7.434], [11.232, 13.158, 6.709], [9.775, 13.240, 6.287], [11.533, 11.769, 7.338], [4.714, 11.866, 9.879], [4.833, 12.094, 11.574], [6.268, 11.978, 10.630], [4.120, 14.280, 10.692], [6.092, 13.871, 8.288], [5.116, 15.341, 8.701], [4.397, 13.687, 8.393], [5.363, 13.852, 13.099], [5.804, 15.716, 14.486], [7.050, 17.783, 13.571], [8.674, 17.843, 10.290], [8.247, 19.419, 12.755], [9.120, 19.892, 11.401], [9.676, 18.505, 12.370], [6.501, 19.797, 11.117], [5.978, 18.320, 10.259], [7.093, 19.410, 9.436], [8.907, 16.395, 6.771], [6.731, 16.276, 8.142], [13.787, 13.143, 7.432], [15.130, 15.077, 8.221], [14.059, 17.245, 8.548], [10.418, 17.635, 9.141], [13.092, 19.260, 9.428], [12.545, 18.081, 10.608], [11.518, 19.447, 10.191], [12.018, 18.326, 6.739], [11.090, 19.596, 7.595], [10.277, 18.216, 6.979], [11.771, 13.069, 5.725], [9.052, 13.211, 7.090], [9.591, 12.234, 5.729], [9.599, 14.121, 5.658], [12.607, 11.524, 7.276], [10.983, 11.060, 6.752], [11.151, 11.735, 8.359]], "atomic_forces_ev_per_a": [[0.521, -0.071, 0.603], [-0.172, 0.715, 2.186], [1.381, -0.803, 0.114], [-1.525, 1.436, 2.399], [-1.339, 2.812, 1.211], [1.914, -2.142, -1.144], [-0.909, 0.881, -1.359], [0.453, -1.320, 0.558], [0.218, -0.292, -1.643], [0.201, 1.138, -1.650], [-0.526, 1.238, 0.127], [-0.375, -1.093, 2.660], [0.016, -1.143, 0.253], [0.327, -0.795, -1.163], [-0.379, 0.300, -0.297], [-0.034, -0.065, -0.284], [-0.459, 0.144, 0.689], [-0.165, 0.132, -0.507], [0.383, -0.104, 0.029], [0.874, 0.516, 0.487], [0.815, 0.811, -0.792], [-0.190, 0.103, -0.943], [0.054, -0.248, -0.528], [0.520, 0.653, 1.482], [0.384, -0.460, -0.600], [-0.804, 0.367, -0.679], [-1.169, -0.258, -1.559], [-0.282, -0.504, 0.007], [-0.259, -0.094, -0.185], [0.308, 0.084, 0.100], [0.123, -0.016, -0.920], [-1.220, 0.923, 0.148], [-0.998, 0.251, 0.251], [0.487, -0.454, -0.009], [-1.621, -1.010, -0.005], [1.217, 0.495, -0.079], [0.044, -0.305, -0.230], [0.372, -0.797, 1.230], [-0.401, 0.034, -0.858], [0.488, -1.322, -0.559], [-0.396, -0.828, 0.856], [0.094, -1.810, -1.318], [1.774, 4.613, -0.926], [-1.511, -3.896, 0.895], [0.957, -2.301, -0.372], [1.499, 1.133, 0.043], [-0.544, 0.100, -1.140], [-0.550, -0.008, 1.040], [0.579, 0.916, -0.039], [-0.647, 0.535, 0.000], [0.103, 0.437, -0.149], [0.793, 0.649, 1.740], [-1.252, 0.759, -0.141], [-1.038, 0.139, -0.829], [0.416, -0.670, 0.721], [1.051, -0.150, 1.327], [-0.222, 0.485, 0.857], [0.672, -0.806, -0.847], [-0.763, -1.030, -0.296], [0.492, 2.106, -1.305], [-1.559, 0.002, 1.437], [0.543, 0.696, 0.820], [-0.574, -2.137, -0.284], [-1.498, -1.053, 0.675], [1.761, -0.600, -0.409], [-2.425, 0.365, -0.268], [2.766, 0.360, 2.106], [-1.161, -0.712, -0.332], [-1.678, 0.864, 0.533], [1.543, 0.137, -1.773], [-0.325, -0.258, 0.829], [-0.849, 0.621, 0.139], [-0.942, -0.465, 0.163], [1.912, -0.063, 0.242], [-0.284, 0.516, 0.191], [-0.668, -0.597, 0.273], [0.801, 1.158, -0.530], [-0.866, -2.104, 1.887], [-0.279, -0.586, -0.291], [1.051, -1.576, -0.751], [-0.158, -1.529, -0.701], [0.095, 0.828, 0.135], [0.024, 0.099, 0.000], [-0.093, 0.333, 0.404], [0.559, 0.411, -0.145], [1.152, -0.500, -0.489], [-0.089, 0.404, 0.526], [-0.269, -0.479, -0.408], [-1.004, 0.032, -0.518], [-0.457, 0.883, -0.463], [0.387, 0.329, 0.633], [0.139, -0.967, -0.211], [0.366, -0.449, -1.053], [-0.782, 0.432, 1.204], [0.680, 0.939, -0.797], [0.305, 0.082, 0.000], [0.479, -0.620, -0.626], [0.507, 0.675, -0.049], [0.316, 0.151, 0.094], [0.401, -0.090, -0.499], [0.549, 0.243, 0.286], [0.111, 0.407, -0.349], [-0.431, 0.082, -0.262], [0.356, 0.291, 0.295], [0.253, -0.259, 0.442], [0.341, 0.119, -0.823], [-0.246, 0.692, -0.791], [0.071, 0.055, -0.262], [0.002, 0.341, 0.008], [0.123, 0.930, 0.061], [-0.065, -0.175, -0.245], [-0.286, 0.430, 0.620], [-0.060, 0.306, 0.362], [0.125, 1.947, 0.425], [-0.175, -0.347, 0.019], [-0.545, 0.050, 0.267], [-0.200, -0.748, -0.251], [0.471, -0.003, -0.159]], "mulliken_spin": [1.2901, 0.0195, 0.0240, 0.0262, 0.0446, -0.0037, 0.0139, -0.0136, 0.0046, 0.0007, -0.0028, 0.0090, 0.0004, -0.0294, 0.0018, 0.0018, 0.0004, 0.0000, 0.0006, 0.0369, -0.0196, 0.0113, 0.0191, 0.0131, -0.0118, 0.3239, 0.1781, -0.0017, -0.0017, -0.0018, 0.0096, 0.0257, 0.0005, 0.0013, 0.0002, -0.0002, 0.0000, 0.0005, -0.0042, 0.0033, 0.0004, 0.0122, 0.0095, -0.0189, 0.0429, 0.0000, 0.0001, 0.0000, 0.0000, 0.0003, 0.0002, 0.0038, 0.0017, 0.0016, -0.0008, 0.0011, -0.0152, -0.0010, 0.0012, 0.0040, -0.0063, -0.0013, -0.0004, 0.0000, 0.0150, 0.0201, -0.0589, 0.0048, 0.0013, 0.0116, -0.0155, -0.0016, -0.0021, 0.0003, -0.0008, 0.0069, -0.0045, 0.0005, -0.0001, 0.0008, 0.0001, -0.0085, -0.0001, 0.0009, 0.0067, -0.0001, -0.0004, 0.0001, 0.0000, -0.0002, -0.0003, 0.0001, -0.0001, -0.0002, 0.0001, 0.0008, -0.0001, 0.0001, -0.0001, 0.0000, 0.0013, 0.0003, 0.0004, 0.0002, -0.0012, 0.0000, 0.0001, 0.0000, -0.0001, 0.0001, 0.0001, 0.0004, 0.0005, 0.0001, 0.0000, 0.0004, -0.0002, 0.0152]}

Record 2
{"formula": "C45H57N6P4Re", "method": "ωB97M-V with the def2-TZVPD basis set", "e_homo_ev": [-15.707, -15.861], "spin_multiplicity": 4, "e_above_lowest_kcal_mol": 0.0, "molar_mass_g_mol": 992.1, "charge": 3, "homo_lumo_gap_ev": [6.496, 5.735], "symbols": ["Re", "C", "C", "C", "C", "C", "C", "N", "C", "C", "C", "C", "C", "C", "N", "N", "C", "C", "C", "C", "C", "N", "H", "H", "H", "H", "H", "H", "H", "H", "H", "H", "H", "H", "H", "C", "P", "C", "C", "C", "C", "C", "C", "C", "P", "C", "C", "H", "H", "H", "H", "H", "H", "H", "H", "H", "H", "H", "H", "H", "H", "H", "H", "C", "P", "C", "N", "C", "C", "C", "C", "C", "C", "N", "C", "P", "C", "C", "C", "C", "C", "C", "C", "C", "C", "H", "H", "H", "H", "H", "H", "H", "H", "H", "H", "H", "H", "H", "H", "H", "H", "H", "H", "H", "H", "H", "H", "H", "H", "H", "H", "H", "H"], "coordinates": [[0.174, 0.416, 0.655], [-5.033, 1.680, -1.659], [-4.580, 0.371, -1.606], [-3.532, 0.025, -0.762], [-2.937, 0.997, 0.026], [-3.423, 2.302, 0.017], [-4.457, 2.645, -0.838], [-1.888, 0.655, 0.955], [-2.301, 0.609, 2.257], [-3.657, 0.529, 2.652], [-3.968, 0.374, 3.978], [-2.956, 0.312, 4.954], [-1.633, 0.418, 4.598], [-1.303, 0.555, 3.246], [0.008, 0.783, 2.769], [0.810, 0.986, 3.750], [1.964, 1.739, 3.711], [2.661, 1.773, 4.925], [3.727, 2.650, 5.049], [4.024, 3.478, 3.981], [3.271, 3.364, 2.807], [2.278, 2.503, 2.662], [-5.850, 1.947, -2.314], [-5.048, -0.392, -2.214], [-3.210, -1.006, -0.687], [-2.995, 3.040, 0.685], [-4.827, 3.662, -0.852], [-4.436, 0.545, 1.905], [-5.004, 0.287, 4.276], [-3.222, 0.190, 5.995], [-0.852, 0.393, 5.342], [2.342, 1.136, 5.738], [4.289, 2.707, 5.971], [4.816, 4.211, 4.043], [3.497, 3.989, 1.950], [3.915, 0.176, 2.077], [2.723, 0.412, 0.696], [3.383, -0.885, -0.371], [3.185, 1.983, -0.119], [4.504, 2.160, -0.528], [4.906, 3.336, -1.148], [3.987, 4.352, -1.359], [2.671, 4.190, -0.947], [2.257, 3.015, -0.323], [0.504, 2.821, 0.136], [-0.374, 3.628, -1.241], [-0.010, 3.989, 1.442], [4.733, -0.427, 1.689], [3.463, -0.361, 2.910], [4.310, 1.122, 2.432], [4.350, -0.600, -0.786], [2.692, -1.109, -1.164], [3.531, -1.775, 0.235], [5.240, 1.383, -0.357], [5.933, 3.454, -1.465], [4.291, 5.271, -1.841], [1.971, 4.999, -1.114], [0.062, 3.385, -2.207], [-0.302, 4.706, -1.092], [-1.427, 3.356, -1.233], [0.506, 4.937, 1.280], [0.172, 3.644, 2.451], [-1.078, 4.161, 1.304], [-1.496, -2.427, 2.174], [-0.303, -2.095, 0.842], [-1.309, -2.392, -0.656], [-2.239, -3.309, -0.533], [-3.050, -3.543, -1.589], [-4.060, -4.531, -1.499], [-4.875, -4.742, -2.570], [-4.730, -3.985, -3.765], [-3.771, -3.023, -3.875], [-2.906, -2.785, -2.780], [-1.965, -1.819, -2.863], [-1.163, -1.628, -1.845], [-0.012, -0.174, -1.998], [-1.155, 1.053, -2.712], [1.111, -0.473, -3.568], [1.598, 0.922, -4.005], [2.340, -1.370, -3.443], [0.245, -1.095, -4.671], [0.872, -3.551, 0.979], [0.099, -4.813, 1.396], [1.894, -3.216, 2.072], [1.524, -3.842, -0.372], [-1.874, -3.437, 2.048], [-2.344, -1.751, 2.118], [-1.019, -2.331, 3.149], [-4.154, -5.101, -0.585], [-5.647, -5.498, -2.519], [-5.393, -4.184, -4.596], [-3.642, -2.443, -4.778], [-1.663, 0.592, -3.555], [-0.603, 1.919, -3.059], [-1.899, 1.360, -1.984], [1.990, 1.513, -3.170], [0.828, 1.495, -4.516], [2.417, 0.785, -4.713], [3.163, -0.887, -2.932], [2.684, -1.563, -4.461], [2.124, -2.342, -2.995], [-0.695, -0.589, -4.851], [0.042, -2.147, -4.486], [0.837, -1.027, -5.587], [-0.155, -4.810, 2.455], [0.754, -5.669, 1.223], [-0.806, -4.969, 0.810], [1.411, -2.863, 2.987], [2.615, -2.463, 1.758], [2.450, -4.118, 2.335], [0.784, -4.176, -1.101], [2.242, -4.655, -0.246], [2.060, -2.996, -0.786]], "atomic_forces_ev_per_a": [[-0.009, 0.026, -0.034], [0.010, 0.026, 0.013], [0.049, 0.009, 0.033], [-0.143, -0.163, 0.138], [-0.144, -0.114, 0.049], [0.159, 0.000, -0.048], [-0.020, -0.008, -0.061], [0.317, 0.082, 0.015], [-0.126, -0.110, -0.052], [0.020, 0.023, -0.037], [0.030, -0.008, 0.042], [-0.043, -0.002, -0.008], [0.041, -0.010, -0.048], [-0.002, 0.032, -0.046], [0.151, 0.140, 0.287], [-0.101, -0.060, -0.109], [-0.002, -0.009, 0.149], [0.020, -0.014, -0.004], [-0.020, -0.018, 0.015], [-0.021, 0.004, -0.045], [0.037, -0.002, -0.005], [-0.178, 0.047, -0.078], [0.002, 0.008, -0.009], [-0.012, -0.012, -0.007], [-0.163, 0.203, 0.049], [-0.005, 0.011, 0.025], [-0.009, -0.003, 0.005], [-0.005, 0.028, 0.010], [-0.004, 0.009, 0.007], [0.001, -0.012, 0.004], [-0.013, 0.006, 0.020], [-0.002, 0.004, 0.005], [0.003, -0.002, -0.001], [0.009, -0.001, -0.008], [-0.002, 0.020, -0.010], [-0.181, -0.017, 0.100], [-0.107, 0.106, -0.309], [0.146, 0.029, -0.055], [-0.014, 0.001, -0.036], [0.013, 0.020, 0.037], [-0.018, 0.017, 0.006], [0.024, -0.022, 0.016], [0.016, 0.045, 0.082], [0.046, -0.026, -0.019], [0.132, 0.073, -0.015], [0.090, 0.054, -0.089], [0.020, -0.047, -0.061], [0.026, 0.017, 0.008], [-0.009, -0.036, -0.017], [0.015, -0.028, 0.005], [-0.032, 0.019, -0.021], [-0.040, -0.032, -0.083], [0.022, -0.027, -0.069], [-0.004, -0.007, -0.019], [0.004, 0.004, 0.005], [-0.001, 0.001, -0.004], [-0.008, -0.002, -0.017], [0.051, 0.102, 0.154], [0.008, 0.012, 0.009], [0.010, 0.037, 0.002], [0.012, 0.004, 0.030], [0.042, -0.062, 0.036], [-0.008, 0.014, -0.005], [-0.029, 0.062, -0.030], [-0.059, -0.054, 0.027], [0.174, -0.044, 0.001], [0.070, -0.039, -0.115], [-0.022, -0.089, 0.144], [0.013, 0.022, -0.045], [-0.009, -0.001, -0.013], [-0.013, -0.014, 0.009], [-0.006, -0.013, 0.045], [0.040, 0.101, -0.134], [0.065, -0.062, 0.003], [0.095, 0.008, -0.079], [-0.312, -0.277, 0.140], [0.059, -0.023, -0.125], [0.059, 0.264, 0.089], [-0.009, -0.011, 0.112], [-0.108, -0.135, 0.137], [0.001, 0.054, -0.025], [-0.015, 0.095, 0.050], [-0.002, 0.003, 0.027], [0.038, -0.014, -0.038], [-0.006, -0.049, 0.003], [0.006, -0.030, -0.005], [0.017, -0.017, 0.004], [0.007, -0.007, 0.007], [0.008, 0.009, 0.015], [-0.003, 0.000, -0.010], [-0.003, -0.008, 0.000], [0.006, 0.018, -0.002], [-0.062, -0.050, 0.004], [-0.097, -0.205, -0.054], [0.092, -0.003, -0.115], [0.025, -0.015, 0.008], [-0.032, 0.021, -0.006], [-0.007, 0.007, -0.019], [0.070, 0.018, 0.001], [-0.008, -0.040, 0.012], [0.014, 0.028, 0.055], [-0.047, 0.038, -0.012], [0.002, -0.006, 0.013], [-0.018, -0.003, -0.005], [-0.038, 0.022, 0.006], [0.009, 0.000, 0.031], [0.015, 0.001, -0.032], [-0.022, -0.033, 0.011], [-0.065, -0.007, 0.050], [0.025, -0.002, -0.025], [-0.002, -0.005, 0.014], [0.015, 0.016, -0.003], [-0.005, 0.091, -0.051]], "mulliken_spin": [1.9947, 0.0083, -0.0023, 0.0161, -0.0478, 0.0125, -0.0043, 0.2650, 0.0589, 0.1297, -0.0831, 0.1017, -0.0610, 0.0123, -0.1811, 0.3210, -0.0310, 0.0986, -0.0310, 0.0869, 0.0125, 0.0554, 0.0000, 0.0006, 0.0116, 0.0003, 0.0005, -0.0002, 0.0007, -0.0006, 0.0084, 0.0003, 0.0017, -0.0011, 0.0108, -0.0087, 0.0009, 0.0086, 0.0079, -0.0082, 0.0007, 0.0001, 0.0006, -0.0087, 0.0376, 0.0083, 0.0060, -0.0011, -0.0003, -0.0017, 0.0008, 0.0004, -0.0004, -0.0002, 0.0002, 0.0000, 0.0000, 0.0016, -0.0030, -0.0006, 0.0006, 0.0010, 0.0007, 0.0251, 0.0571, 0.0020, -0.0068, -0.0002, -0.0007, 0.0006, 0.0002, -0.0005, 0.0029, 0.0041, -0.0369, 0.1561, -0.0301, -0.0071, 0.0027, 0.0024, -0.0038, 0.0007, -0.0006, 0.0068, -0.0005, -0.0020, -0.0005, 0.0017, 0.0000, 0.0000, 0.0000, -0.0001, -0.0026, -0.0025, 0.0125, 0.0001, 0.0004, 0.0003, -0.0010, -0.0002, 0.0001, 0.0003, 0.0002, 0.0003, 0.0001, -0.0004, -0.0004, 0.0010, 0.0057, -0.0003, 0.0006, -0.0001, 0.0052]}